# 1
19
Properties=species:S:1:pos:R:3:forces:R:3 method="wB97M-V/def2-TZVPD" mol_weight_g_mol=147.13 charge=0 total_energy_ha=-551.54556 relative_energy_kj_mol=378.7 homo_energy_ev=-10.1
O -0.193332 1.557575 0.089324 2.0 0.1 0.3
O 1.377345 0.895489 2.186167 -4.2 0.6 -1.6
O 0.729180 -2.664533 -0.511010 0.6 -0.2 -0.6
O 2.093220 2.231067 -0.312652 -1.8 -2.0 1.3
N -0.353620 -1.821461 -0.636803 -0.5 0.6 0.7
C -2.226341 0.230041 0.326970 0.0 0.0 0.1
C -1.004355 0.529653 -0.512373 0.5 0.1 -0.4
C 1.362257 -0.030210 -0.863002 0.6 -0.6 1.2
C -0.011752 -0.601429 -0.691742 0.0 -0.4 -0.2
C 1.331483 1.310581 -0.162073 -1.2 2.5 -3.0
H -2.827870 1.140269 0.444361 0.2 -0.2 0.0
H -1.319022 0.899096 -1.500604 0.0 0.0 0.1
H -1.933896 -0.136280 1.318973 -0.1 0.0 -0.2
H 0.347559 1.144157 1.784307 4.0 -0.8 1.7
H 2.159448 -0.649273 -0.433459 -0.2 0.0 -0.2
H 1.345282 -0.070678 2.186595 0.1 0.0 0.2
H 1.585760 0.127031 -1.927839 0.0 0.1 0.3
H 0.366729 -3.550166 -0.613851 -0.1 0.0 0.0
H -2.828071 -0.540927 -0.171284 0.1 0.2 0.2

# 2
21
Properties=species:S:1:pos:R:3:forces:R:3 method="wB97M-V/def2-TZVPD" mol_weight_g_mol=179.13 charge=0 total_energy_ha=-701.86757 relative_energy_kj_mol=612.6 homo_energy_ev="-10.0 / -10.1"
O -0.711728 2.372880 2.506886 -0.3 0.7 0.6
O -2.190537 -3.497028 -3.123669 1.2 0.6 2.5
O 0.167289 -1.036705 0.544569 -0.3 -1.4 0.7
O 1.398260 0.999607 1.849826 0.7 -0.9 0.5
O -1.685207 -4.237868 -1.094620 0.1 2.3 -1.9
O -1.682029 0.215749 -1.212785 1.5 -0.1 0.7
N -1.716416 -3.410730 -1.997252 -1.3 -2.9 -0.6
C -0.853881 1.667951 1.311201 -0.2 -0.8 -1.0
C 1.988526 -0.214652 -0.744027 0.0 0.0 -0.3
C -0.568891 -0.232962 -1.161689 -0.8 -0.3 -1.7
C 0.538419 1.276774 0.788122 -0.1 0.6 -0.8
C 0.614696 0.010505 -0.112995 -0.4 1.3 0.7
H 1.972126 -1.150163 -1.312037 0.0 0.2 0.0
H -1.435078 0.748530 1.479508 -0.1 0.2 -0.2
H 2.287163 0.629118 -1.375904 -0.1 -0.2 0.1
H 0.931903 2.139498 0.227349 0.2 -0.2 0.3
H 1.334602 0.032360 2.001875 0.0 0.8 0.3
H 2.732525 -0.336825 0.051413 -0.3 0.2 -0.1
H -0.208853 -1.003646 -1.891273 -0.2 0.4 0.3
H -1.328771 2.292738 0.537105 -0.1 -0.3 0.2
H -1.584119 2.734871 2.728397 0.5 -0.1 0.0

# 3
17
Properties=species:S:1:pos:R:3:forces:R:3 method="wB97M-V/def2-TZVPD" mol_weight_g_mol=131.20 charge=0 total_energy_ha=-723.92265 relative_energy_kj_mol=517.6 homo_energy_ev=-7.8
S -0.980557 0.728617 0.179764 1.1 2.9 1.4
O 0.544986 1.671325 -1.838013 1.1 -0.6 -0.5
N -0.570776 -2.336452 -1.245601 -0.2 -1.0 -1.2
C -0.208487 2.021065 -0.788533 -1.2 -0.9 0.4
C -0.376300 -1.783963 -0.268748 1.1 0.2 -0.1
C -0.324491 -0.920222 0.848378 -2.7 -0.9 0.7
C -1.357177 -1.573961 1.847491 0.9 2.3 0.5
C 1.914887 1.346254 -1.491562 -0.9 0.7 1.3
H -1.251083 -1.117909 2.843223 -0.1 0.4 -0.3
H 0.241636 2.777578 -0.168695 0.1 0.2 0.8
H -2.335094 -1.230127 1.441781 0.2 -1.5 0.5
H 0.580497 -0.730753 1.291229 2.4 0.2 0.8
H 1.902130 0.963154 -0.475478 0.0 0.2 0.5
H 2.556982 2.242716 -1.479563 -0.1 -0.5 -0.5
H 2.218210 0.478138 -2.018097 0.6 -0.2 -1.4
H -1.027418 -2.588531 2.060765 -1.0 -0.4 -0.7
H -1.527944 0.053072 -0.738344 -1.1 -0.8 -2.1

# 4
17
Properties=species:S:1:pos:R:3:forces:R:3 method="wB97M-V/def2-TZVPD" mol_weight_g_mol=131.20 charge=0 total_energy_ha=-724.05767 relative_energy_kj_mol=163.1 homo_energy_ev=-8.9
S 1.906721 -0.942358 2.576621 0.0 0.2 0.2
O -0.396032 -1.182742 -1.132151 -1.0 0.8 -0.9
N 1.608816 0.287495 1.409899 0.3 -0.6 -0.2
C -1.880527 0.756518 -0.514696 0.2 -0.2 0.2
C 0.654809 0.831990 -0.755738 -0.4 -0.2 0.3
C 0.951269 -0.093456 0.389430 -0.7 -0.1 1.0
C -0.645757 0.256330 -1.294095 -0.2 -1.0 0.2
C 0.177850 -1.395052 0.125236 1.1 0.0 -0.7
H -1.996125 1.841075 -0.754822 -0.4 -0.9 0.1
H -0.774558 0.389518 -2.367608 0.0 0.1 0.1
H 1.435147 0.714952 -1.496071 0.3 0.3 -0.2
H -2.794505 0.125621 -0.667323 0.8 0.8 -0.4
H -1.680656 0.684942 0.567103 0.0 0.2 -0.2
H 0.566555 1.837432 -0.376376 0.2 0.4 -0.2
H -0.601535 -1.682121 0.824714 0.1 0.3 0.7
H 0.871679 -2.236435 -0.007181 -0.1 0.0 0.4
H 2.596849 -0.193708 3.473058 -0.3 -0.1 -0.5

# 5
17
Properties=species:S:1:pos:R:3:forces:R:3 method="wB97M-V/def2-TZVPD" mol_weight_g_mol=131.20 charge=0 total_energy_ha=-724.07602 relative_energy_kj_mol=114.9 homo_energy_ev=-9.1
S 2.256154 -0.504915 -1.640842 0.0 -0.3 -0.9
O 1.893679 -1.360153 1.449412 1.2 -0.6 1.0
N -0.080454 -0.410997 1.036887 0.6 0.2 0.1
C 1.295412 -0.477035 0.910433 -1.8 0.7 -2.0
C -1.007841 0.533264 0.463448 0.5 0.6 0.5
C 1.940413 0.428040 -0.164283 -0.1 0.4 1.3
C -2.329340 -0.035819 0.112211 0.0 0.0 -0.7
C -1.379457 0.400101 -0.993961 0.5 -1.3 0.6
H 2.737870 -1.586247 -1.035489 0.2 -0.2 0.2
H -0.792029 -0.323147 -1.568788 -0.4 0.2 0.3
H -0.396285 -1.054111 1.753550 -0.2 0.2 -0.2
H -2.468107 -1.079583 0.357446 -0.1 0.0 -0.2
H 2.877065 0.806946 0.252861 -0.2 0.0 -0.1
H -3.198811 0.600546 0.155157 -0.1 -0.1 0.4
H -1.690939 1.269117 -1.519742 0.0 0.6 -0.3
H 1.303610 1.265534 -0.471879 0.1 -0.2 0.2
H -0.960940 1.528460 0.903581 -0.1 -0.1 -0.1

# 6
18
Properties=species:S:1:pos:R:3:forces:R:3 method="wB97M-V/def2-TZVPD" mol_weight_g_mol=163.27 charge=0 total_energy_ha=-1122.21809 relative_energy_kj_mol=73.8 homo_energy_ev=-8.3
S -2.078702 -1.407753 2.930700 0.9 0.1 -2.1
S -1.517970 1.446479 3.668127 -0.2 -0.5 -0.1
O -1.875209 1.050796 0.502547 -1.3 -3.2 -4.1
N -0.056155 0.058120 2.052633 1.2 -0.6 -0.4
C 1.691148 -0.016181 0.479626 1.5 -0.9 0.2
C -0.918098 -0.399368 -1.145194 -2.9 2.8 2.7
C -0.698824 0.809741 -0.213532 1.2 -1.2 2.0
C -1.153832 0.102596 2.740754 -1.7 0.9 2.3
C 0.323492 0.362920 0.909365 0.2 -0.1 -1.4
H -1.913030 -0.233832 -1.511411 -0.5 -0.2 -0.6
H -1.649718 -1.826916 1.640402 -0.7 0.1 1.6
H 2.439818 -0.240205 1.299721 -1.3 0.5 -0.5
H -0.889066 -1.277096 -0.606476 -0.3 -2.0 1.5
H -0.258177 -0.519506 -1.867074 3.1 0.0 -3.6
H 2.170234 0.788281 -0.133159 -0.5 -1.1 -0.2
H -1.745752 1.724657 1.073808 0.5 3.6 3.1
H -0.292173 1.677376 -0.723478 -0.1 0.2 -0.2
H 1.518320 -1.056729 0.029421 0.7 1.6 -0.3

# 7
16
Properties=species:S:1:pos:R:3:forces:R:3 method="wB97M-V/def2-TZVPD" mol_weight_g_mol=115.20 charge=0 total_energy_ha=-648.72843 relative_energy_kj_mol=327.4 homo_energy_ev=-8.7
S -1.332900 -1.693028 -0.620546 -0.2 -1.2 -1.1
N 2.195153 -1.491229 -0.021008 -0.1 -3.0 0.8
C -0.993806 1.409801 -0.134966 0.4 -1.7 2.8
C 2.091756 -1.573785 -1.283355 1.0 -0.3 1.5
C -1.376647 -1.064908 0.818498 0.6 1.1 2.1
C -0.404498 2.571821 -0.221045 2.6 2.1 1.5
C -1.101097 0.406106 1.065501 -0.1 1.5 -0.7
H -0.310597 0.666540 1.765817 0.1 -0.6 0.3
H 2.253676 -2.485050 0.435860 -0.2 2.1 -1.0
H -0.354963 3.144651 -1.168016 -0.4 -0.4 0.7
H -1.672812 -1.590172 1.803474 0.5 0.5 -1.7
H -1.545504 1.045268 -0.903710 -1.4 -0.8 -2.7
H 2.164786 -0.672913 -1.757764 -0.4 2.7 -1.4
H -2.032662 0.638657 1.561756 -0.4 0.7 0.6
H 2.169388 -2.360277 -1.998896 -0.3 -1.5 0.2
H 0.250722 3.048518 0.658402 -1.6 -1.2 -2.0

What did the sixth record say?
18
Properties=species:S:1:pos:R:3:forces:R:3 method="wB97M-V/def2-TZVPD" mol_weight_g_mol=163.27 charge=0 total_energy_ha=-1122.21809 relative_energy_kj_mol=73.8 homo_energy_ev=-8.3
S -2.078702 -1.407753 2.930700 0.9 0.1 -2.1
S -1.517970 1.446479 3.668127 -0.2 -0.5 -0.1
O -1.875209 1.050796 0.502547 -1.3 -3.2 -4.1
N -0.056155 0.058120 2.052633 1.2 -0.6 -0.4
C 1.691148 -0.016181 0.479626 1.5 -0.9 0.2
C -0.918098 -0.399368 -1.145194 -2.9 2.8 2.7
C -0.698824 0.809741 -0.213532 1.2 -1.2 2.0
C -1.153832 0.102596 2.740754 -1.7 0.9 2.3
C 0.323492 0.362920 0.909365 0.2 -0.1 -1.4
H -1.913030 -0.233832 -1.511411 -0.5 -0.2 -0.6
H -1.649718 -1.826916 1.640402 -0.7 0.1 1.6
H 2.439818 -0.240205 1.299721 -1.3 0.5 -0.5
H -0.889066 -1.277096 -0.606476 -0.3 -2.0 1.5
H -0.258177 -0.519506 -1.867074 3.1 0.0 -3.6
H 2.170234 0.788281 -0.133159 -0.5 -1.1 -0.2
H -1.745752 1.724657 1.073808 0.5 3.6 3.1
H -0.292173 1.677376 -0.723478 -0.1 0.2 -0.2
H 1.518320 -1.056729 0.029421 0.7 1.6 -0.3